one | {"formula": "C5H31NO10", "method": "the ωB97M-V functional and the def2-TZVPD basis", "e_homo_ha": -0.332, "orbital_gap_ev": 9.15, "smiles": "CCC[C@H](N)CO.O.O.O.O.O.O.O.O.O", "lumo_ev": 0.11, "elements": ["O", "O", "O", "O", "O", "O", "O", "O", "O", "O", "N", "C", "C", "C", "C", "C", "H", "H", "H", "H", "H", "H", "H", "H", "H", "H", "H", "H", "H", "H", "H", "H", "H", "H", "H", "H", "H", "H", "H", "H", "H", "H", "H", "H", "H", "H", "H"], "coordinates": [[2.48629, -3.17422, 1.42266], [-0.13224, -1.84164, -3.24627], [-3.23034, -1.03769, -1.74640], [3.22367, -0.64493, 2.37358], [2.31267, 2.67111, -1.01877], [1.37109, 2.39482, 2.71212], [-3.48198, -2.47739, 0.74755], [-0.29227, -3.17542, 2.59840], [0.81526, 0.94460, -3.60432], [0.01453, -0.07210, 2.21602], [0.89682, -0.26952, -0.79517], [-0.81677, -0.20240, 1.03242], [-0.03608, 0.55850, -0.08004], [-1.07899, 1.15747, -1.04450], [-0.87231, 2.65141, -1.46907], [-1.78469, 3.55603, -0.66298], [-3.58814, -1.13982, -0.84720], [0.61390, 2.82015, 2.29600], [0.98775, 1.93801, 3.46779], [-1.03854, -1.69049, -2.97467], [-1.20837, 0.52973, -1.92300], [2.69798, -3.10299, 0.48810], [0.52788, -3.63390, 2.36705], [-3.48293, -1.90521, -2.08881], [0.16013, 2.92232, -1.19413], [0.19528, -0.94453, 2.58137], [-1.74202, 4.56643, -1.07984], [-2.07326, 1.21280, -0.59624], [-4.06908, -2.18059, 1.44837], [-0.83529, 2.84711, -2.54239], [2.73457, -2.31020, 1.81990], [-1.49524, 3.54403, 0.38291], [-0.82621, -1.25079, 0.73499], [1.19798, 1.44403, -2.87014], [0.45952, -1.00664, -1.33273], [-1.78320, 0.23870, 1.25366], [3.10065, 3.09012, -0.66254], [2.48541, -0.02416, 2.37036], [1.65346, -0.62721, -0.22972], [0.52545, 1.36510, 0.39673], [3.73625, -0.39914, 1.59502], [-2.59294, -2.48259, 1.11959], [-0.11431, -2.68524, 3.40611], [0.38777, -1.04161, -3.40493], [-2.82312, 3.26990, -0.87987], [2.18997, 1.90058, -0.45774], [1.15583, 1.32207, -4.40878]]}

two | {"formula": "C5H31NO10", "method": "the ωB97M-V functional and the def2-TZVPD basis", "e_homo_ha": -0.355, "orbital_gap_ev": 9.61, "smiles": "CC[C@@H](C)NCO.O.O.O.O.O.O.O.O.O", "lumo_ev": -0.04, "elements": ["O", "O", "O", "O", "O", "O", "O", "O", "O", "O", "N", "C", "C", "C", "C", "C", "H", "H", "H", "H", "H", "H", "H", "H", "H", "H", "H", "H", "H", "H", "H", "H", "H", "H", "H", "H", "H", "H", "H", "H", "H", "H", "H", "H", "H", "H", "H"], "coordinates": [[2.99389, 1.25324, 1.01750], [-1.60196, 2.97578, -0.67305], [2.43471, -3.23321, -0.94710], [1.45055, 3.87259, 1.63072], [1.35087, 2.83183, -0.77960], [-2.61806, 0.91883, -3.13345], [3.22988, -1.45419, 2.37660], [-0.56595, 0.41291, -1.48458], [-4.37869, -0.83178, -0.57018], [2.47147, 0.50922, -1.74718], [0.23964, -1.46906, -0.19622], [-1.35673, -0.61754, 1.54131], [-0.64177, -0.95195, -1.26298], [-1.16971, -3.08966, 0.87296], [-0.44166, -1.74241, 1.07464], [-2.22267, -0.92747, 2.78960], [0.59550, 2.52745, -1.27921], [-2.51504, 2.83533, -0.43012], [-1.65612, -1.31742, -1.05297], [2.32723, 1.47932, 0.36186], [-4.09654, -0.26411, -1.30159], [-2.03343, -0.33313, 0.73347], [-1.98586, 0.21153, -3.25667], [1.17720, 3.46152, -0.05200], [0.85080, 3.34375, 2.16063], [2.31288, 3.48808, 1.83159], [2.25772, 1.44736, -1.65730], [3.30886, 0.49608, -2.21941], [-0.37934, -1.53403, -2.15377], [1.82376, -2.47686, -1.03967], [-1.83786, -3.09222, 0.01256], [4.08614, -1.84734, 2.16195], [-0.85030, 0.30812, 1.82898], [0.99355, -0.78252, -0.22797], [-2.24490, 1.44376, -2.41945], [-1.65814, -0.67268, 3.68435], [-3.55710, -0.98970, -0.09667], [2.89440, 0.29121, 1.03478], [-0.28042, 0.80908, -0.65886], [-1.30238, 3.87776, -0.54480], [2.66874, -2.22866, 2.26199], [2.01486, -3.66332, -0.19709], [-1.70415, -3.38312, 1.76660], [-2.56167, -1.95897, 2.82696], [-3.16686, -0.38220, 2.83507], [-0.38863, -3.82733, 0.69081], [0.31443, -2.03603, 1.80720]]}

It comes down to one, which is 27.7 kJ/mol more stable than the next structure.